Entry 1:
{"formula": "C2H8FIN2O6SSi", "method": "ωB97M-V/def2-TZVPD", "elements": ["N", "N", "F", "H", "O", "Si", "H", "O", "H", "O", "H", "H", "H", "H", "O", "H", "C", "I", "O", "S", "O", "C"], "positions_angstrom": [[2.498, 3.925, 3.083], [-3.705, -2.902, -1.114], [1.841, 1.559, -2.101], [-0.888, -1.250, -0.643], [-3.045, -1.875, -1.039], [-0.576, -0.055, -1.403], [-2.510, -3.985, -2.444], [-4.897, -2.983, -0.920], [-2.208, -4.304, -0.713], [2.384, -0.715, -1.522], [3.986, 2.472, 2.887], [2.315, 1.875, 2.650], [-3.673, -4.966, -1.501], [-0.925, -0.093, -2.827], [1.444, 3.862, 3.689], [3.097, 2.859, 1.386], [3.013, 2.677, 2.451], [-1.702, 1.867, -0.396], [3.173, 4.928, 2.946], [1.588, 0.375, -1.145], [1.754, 0.874, 0.149], [-2.966, -4.146, -1.473]], "forces_ev_per_a": [[-0.0530, 0.1064, 0.0677], [-0.0701, 0.1885, 0.0365], [0.2894, 0.7389, -0.9246], [0.4603, -0.1901, 0.1164], [-0.4016, -0.3917, -0.0882], [-0.7409, 0.9447, 0.0456], [0.0586, 0.0523, 0.0234], [0.2793, 0.0547, -0.0329], [0.0505, 0.0626, -0.0225], [1.0492, -1.3338, -1.2558], [0.0494, 0.0804, -0.0411], [-0.0645, 0.0282, -0.0010], [-0.0556, 0.0191, 0.0133], [0.2003, -0.1495, -0.0549], [0.2815, 0.0635, -0.1493], [0.0482, 0.0348, -0.0087], [-0.0809, -0.0778, 0.0814], [0.2287, -0.3459, -0.2011], [-0.1976, -0.2346, 0.0520], [-1.5017, -0.8344, 0.0507], [0.2618, 1.2583, 2.2878], [-0.0912, -0.0744, 0.0051]], "spin_multiplicity": 1, "smiles": "O=S(=O)(F)[SiH2]I.C[N+](=O)[O-].C[N+](=O)[O-]", "gap_ev": 9.88}


Entry 2:
{"formula": "C2H8FN4OPS", "method": "ωB97M-V/def2-TZVPD", "elements": ["H", "S", "N", "H", "H", "H", "C", "N", "N", "N", "H", "F", "P", "C", "H", "O", "H", "H"], "positions_angstrom": [[-2.825, -2.369, 0.871], [-1.807, -0.151, 2.735], [-2.205, 0.844, -0.103], [2.159, -0.335, 1.444], [1.950, 1.470, 0.973], [3.394, 0.345, 0.421], [2.334, 0.418, 0.771], [1.498, 0.065, -0.379], [-2.214, -1.825, 0.242], [0.655, -0.961, -0.229], [-2.192, 1.762, 0.360], [0.608, 0.732, -2.404], [-1.677, -0.443, 0.825], [1.491, 1.012, -1.363], [0.299, -1.475, -1.045], [2.226, 1.944, -1.431], [-1.593, 1.015, -0.950], [-2.101, -2.048, -0.739]], "forces_ev_per_a": [[0.5505, 0.2075, -0.9775], [0.0509, -0.2957, -0.9183], [1.4132, 1.2332, -1.4974], [-0.5599, -1.2960, 2.1139], [1.3121, -1.3439, 0.7710], [-0.7235, 0.6233, 0.5609], [0.1691, 2.3266, -2.7352], [-0.2016, 0.7739, -1.8776], [-1.1124, -1.3891, 0.1970], [-3.2528, -1.0311, 2.1062], [-0.2114, -0.7763, 0.2791], [0.3548, -0.0240, 1.0818], [2.9475, 1.3718, 0.4271], [-0.0167, -0.9405, -0.4930], [0.7363, 1.0485, -0.1788], [-0.1298, 0.4342, -0.1397], [-1.0198, -0.6661, 0.9467], [-0.3065, -0.2562, 0.3340]], "spin_multiplicity": 1, "gap_ev": [7.18, 7.18]}


Entry 3:
{"formula": "C2H8FNSi", "method": "ωB97M-V/def2-TZVPD", "elements": ["H", "C", "H", "H", "C", "H", "Si", "H", "H", "H", "F", "H", "N"], "positions_angstrom": [[2.081, 0.150, -0.193], [0.120, 0.916, 0.857], [1.727, -1.714, -0.464], [-2.526, 1.326, -3.062], [1.633, -0.735, 0.279], [0.988, 1.189, 1.305], [-1.270, 0.658, -2.456], [0.087, 1.364, -0.139], [-0.815, 1.133, 1.459], [-0.058, -0.390, -0.374], [-0.828, -0.303, -3.723], [2.000, -0.994, 1.267], [0.165, -0.484, 0.435]], "forces_ev_per_a": [[0.5059, -0.3832, 0.1779], [-3.9102, -0.6217, -1.2159], [0.1190, 2.5213, 1.9495], [0.2477, -0.2323, -0.0642], [-1.3070, -3.0684, -1.8121], [2.2652, 0.9759, 1.8095], [0.0572, -0.4107, -0.9005], [-0.1972, 1.4119, 0.5405], [1.2060, 0.0273, -0.6325], [-4.2135, 0.4231, -12.3045], [-0.4401, 0.6426, 0.6191], [0.5772, 0.1461, -0.1659], [5.0898, -1.4320, 11.9990]], "spin_multiplicity": 1, "gap_ev": 8.24}


Entry 4:
{"formula": "C2H8IN2", "method": "ωB97M-V/def2-TZVPD", "elements": ["H", "C", "H", "H", "H", "H", "C", "H", "I", "N", "H", "H", "N"], "positions_angstrom": [[-0.061, 1.756, -1.187], [-0.523, 0.191, 0.653], [-0.153, -1.852, 1.207], [0.946, 2.469, -0.108], [-0.166, 0.626, 1.579], [-0.679, 2.549, 0.050], [0.263, -1.137, 0.494], [1.352, -1.941, -0.999], [-2.502, 0.179, 0.179], [0.063, 1.984, -0.216], [1.270, -0.909, 0.734], [-0.192, -2.209, -1.555], [0.381, -1.707, -0.833]], "forces_ev_per_a": [[0.0461, -0.0557, -0.6040], [1.1189, 0.0185, 0.7819], [-0.3564, 0.4248, 0.5469], [0.2514, -0.2022, 0.3156], [-0.8565, 0.1311, 0.2861], [-1.7015, 1.3846, 0.8165], [-0.9285, 0.3288, -2.8122], [-0.3519, 0.0397, -0.1649], [-0.1610, 0.1122, -0.0568], [1.1296, -2.9545, -0.5607], [0.9072, 0.1053, 0.7497], [-0.0699, 0.8961, 2.1628], [0.9724, -0.2287, -1.4609]], "spin_multiplicity": 1, "charge": 1, "gap_ev": 8.12}


Entry 5:
{"formula": "C2H8InO3", "method": "ωB97M-V/def2-TZVPD", "elements": ["H", "C", "H", "H", "H", "In", "H", "H", "O", "H", "O", "H", "C", "O"], "positions_angstrom": [[-0.717, -0.568, 2.559], [-1.600, -1.165, 0.924], [-0.923, -2.714, -0.439], [0.229, -2.319, 0.817], [-2.318, -0.739, 0.223], [0.648, 1.890, 0.128], [0.900, -1.341, -1.347], [2.875, 3.445, -2.129], [-0.980, -0.151, 1.735], [2.000, 4.637, -1.805], [0.259, -0.924, -0.767], [-2.092, -1.900, 1.560], [-0.453, -1.884, 0.087], [2.172, 3.732, -1.546]], "forces_ev_per_a": [[0.3806, -0.2597, 1.0721], [0.1579, 1.0981, 0.9490], [-0.4138, 0.3497, -0.4219], [0.1108, 0.2204, 0.1733], [0.2827, 0.5425, -0.1244], [0.4133, 0.4264, -0.5062], [0.0891, -0.5299, -0.3359], [0.3516, -0.1633, -0.2226], [-1.3579, -0.9545, -2.1431], [-0.1882, 0.4607, -0.0075], [-1.8210, -0.7348, 2.0419], [0.3216, -0.2996, 0.0342], [2.1491, 0.5616, -1.0850], [-0.4759, -0.7177, 0.5760]], "spin_multiplicity": 2, "charge": 2, "gap_ev": [10.68, 4.77]}


Entry 6:
{"formula": "C2H8N10O", "method": "ωB97M-V/def2-TZVPD", "elements": ["N", "C", "N", "N", "N", "N", "H", "H", "N", "H", "H", "C", "H", "N", "H", "N", "N", "H", "O", "H", "N"], "positions_angstrom": [[1.631, -1.116, 2.124], [-0.239, 1.539, -1.142], [-0.651, 0.274, -0.711], [-1.015, -1.186, 0.937], [0.767, -1.703, 4.091], [-0.701, 0.060, 0.556], [2.351, -0.744, 2.743], [-1.173, 0.093, -3.248], [-0.595, 0.923, -3.478], [0.399, 3.350, -0.726], [-0.036, -1.943, 4.635], [0.562, -1.500, 2.820], [-1.395, -1.447, 2.969], [-0.327, 1.904, -2.481], [1.397, -0.641, 1.262], [0.211, 2.411, -0.342], [-0.674, -1.582, 2.253], [-0.944, -1.893, 0.222], [-0.055, -0.267, -5.164], [0.271, 2.680, -2.767], [0.215, 0.790, -4.553]], "forces_ev_per_a": [[0.5427, 0.3379, -1.7032], [1.0471, 2.4811, 1.0714], [-0.6602, -2.6403, 1.2024], [0.7353, 0.7380, 0.3369], [0.1083, 0.1805, -1.2839], [0.4872, 1.2364, -1.5118], [-0.2522, -0.1603, -0.6477], [0.3914, 0.8352, 0.0910], [0.7331, 0.1071, -0.5319], [-0.0308, -0.8701, -0.0562], [-0.6746, -0.2796, 0.0971], [0.9728, 0.1506, 3.8047], [0.1265, -0.0803, -0.9819], [-0.9495, -1.8403, -1.0783], [0.7352, 0.2493, 0.2050], [0.0194, 0.4584, 1.0968], [-2.1588, 0.1416, -1.1411], [-0.0303, -0.4041, -0.1468], [0.6620, 2.2902, 0.9465], [-0.3819, -0.6815, -0.1333], [-1.4226, -2.2498, 0.3645]], "spin_multiplicity": 1, "smiles": "[H]/N=C(/N)NN/N=N/C(=N/[H])NNN=O", "gap_ev": 8.31}


Entry 7:
{"formula": "C2H8N2", "method": "ωB97M-V/def2-TZVPD", "elements": ["H", "N", "H", "H", "H", "H", "N", "H", "H", "C", "C", "H"], "positions_angstrom": [[-0.996, -3.338, -8.121], [0.177, 0.285, 3.382], [-1.201, 1.750, 3.674], [-0.444, -4.126, -6.619], [0.841, -0.006, 2.666], [-0.501, -0.290, 3.836], [0.484, 2.408, 2.542], [0.733, -3.215, -7.752], [0.044, 3.320, 2.528], [-0.248, -3.328, -7.328], [-0.232, 1.591, 3.190], [-0.560, -2.418, -6.803]], "forces_ev_per_a": [[0.1654, -0.5239, -0.2196], [0.1447, 1.3495, -0.5589], [0.0749, 0.5583, -0.0117], [0.4965, -0.3631, -0.2558], [-0.3619, -0.5346, 0.6603], [0.1749, -0.7479, -0.3249], [-0.2847, 0.2389, 0.0024], [0.4176, -0.2813, 0.1609], [0.0003, 0.1087, -0.1084], [-1.6356, 1.0630, 0.1954], [0.2519, -0.9728, 0.3412], [0.5560, 0.1053, 0.1191]], "spin_multiplicity": 1, "smiles": "[H]/N=C/N.C", "gap_ev": 10.40}


Entry 8:
{"formula": "C2H8N2", "method": "ωB97M-V/def2-TZVPD", "elements": ["C", "H", "H", "H", "H", "H", "H", "N", "C", "H", "N", "H"], "positions_angstrom": [[2.318, -1.449, 0.283], [2.297, 0.222, -1.002], [2.703, -1.096, -1.773], [3.259, -1.000, 0.763], [-3.202, 1.469, 1.784], [-3.618, 1.070, -0.939], [-2.564, 2.495, -0.221], [-3.834, 1.291, 1.005], [-3.175, 1.493, -0.064], [1.451, -1.229, 0.975], [2.043, -0.737, -1.045], [2.321, -2.527, 0.234]], "forces_ev_per_a": [[-0.2830, 2.7694, 0.4040], [0.0817, 0.9637, 0.5486], [-0.8497, 0.1171, 0.9145], [-1.1818, -1.1080, -0.4667], [-0.6350, 1.3877, 0.5382], [-0.0276, -0.0934, -0.9853], [0.1197, -2.5664, 0.4363], [1.6879, -2.0731, 0.0773], [-1.1407, 3.3406, -0.0669], [0.9569, 0.0009, -0.7329], [0.8634, -2.5460, -0.1107], [0.4083, -0.1924, -0.5565]], "spin_multiplicity": 1, "smiles": "C=N.CN", "gap_ev": 10.40}